Entry 1:
This record from the OMol25 dataset describes a 2-piece molecular cluster, C17H29IN2O5P overall at a distorted geometry. The level of theory is ωB97M-V/def2-TZVPD.

For the molar mass, the calculation gives 499.31 g/mol. The calculation puts the energy at -48702.44851 eV. For the HOMO energy, the calculation gives -12.1 eV. The total charge is +1. The calculation puts the LUMO energy at -2.461 eV.

Atoms and positions in Å:
1 C 1.57020 1.60379 -2.77051
2 C 0.49356 0.94597 -1.95442
3 C -0.02720 1.62624 -0.85309
4 C -1.00209 1.03827 -0.06060
5 C -1.47558 -0.23358 -0.34179
6 C -0.97200 -0.92507 -1.43457
7 C 0.00623 -0.34278 -2.23705
8 C 0.56522 -1.14132 -3.38338
9 N 1.88880 -1.75143 -2.96514
10 C 2.95902 -1.63262 -4.00029
11 C 4.25373 -2.32550 -3.48875
12 N 4.18851 -2.70864 -2.07409
13 C 3.05046 -3.55143 -1.75794
14 C 2.65867 -3.50464 -0.26040
15 C 3.67327 -2.97395 0.73246
16 O 3.36001 -2.16304 1.52302
17 I 5.65142 -3.78012 0.83510
18 C 1.80531 -3.18760 -2.61999
19 H 2.55142 1.19881 -2.51454
20 H 1.61925 2.66615 -2.56986
21 H 1.43425 1.48869 -3.84202
22 H 0.35623 2.61002 -0.63990
23 H -1.37412 1.58521 0.79374
24 H -2.22720 -0.69035 0.27984
25 H -1.33647 -1.91505 -1.66142
26 H -0.12532 -1.94183 -3.61324
27 H 0.70533 -0.54746 -4.27493
28 H 2.19530 -1.20556 -2.15807
29 H 3.10907 -0.59811 -4.27793
30 H 2.60981 -2.15656 -4.88363
31 H 5.05761 -1.60154 -3.55722
32 H 4.52764 -3.16881 -4.11084
33 H 4.15594 -1.83577 -1.55518
34 H 3.28146 -4.57809 -2.02756
35 H 1.77694 -2.88414 -0.12944
36 H 2.38375 -4.50650 0.06079
37 H 1.84756 -3.74746 -3.54548
38 H 0.88319 -3.42824 -2.10783
39 C -3.26116 4.29555 5.78649
40 O -3.93298 3.09064 5.38484
41 P -3.87496 2.61665 3.86633
42 O -2.65350 3.01401 3.15628
43 O -5.23065 3.07994 3.20917
44 C -5.44239 4.47759 2.98573
45 O -4.14581 1.07292 3.97430
46 C -3.12221 0.24814 4.54650
47 H -3.92850 4.84469 6.44685
48 H -2.35255 4.03501 6.32560
49 H -3.00095 4.91896 4.93308
50 H -4.50918 4.98406 2.73602
51 H -5.88598 4.92721 3.87431
52 H -6.13156 4.57566 2.15232
53 H -3.52011 -0.22445 5.44160
54 H -2.23432 0.82427 4.80513
55 H -2.85235 -0.51683 3.82159

Entry 2:
This record from the OMol25 dataset describes C37H35N7O5Ta as an isolated structure at a distorted geometry. The level of theory is ωB97M-V/def2-TZVPD.

For the molar mass, the calculation gives 838.68 g/mol. The calculation puts the energy at -61133.77808 eV. For the HOMO energy, the calculation gives -15.4 eV. The total charge is +3. The calculation puts the LUMO energy at -10.262 eV.

Atoms and positions in Å:
1 Ta -0.13019 1.09960 0.61370
2 O 1.08555 3.30743 -3.07054
3 C 0.42735 4.45881 -2.81907
4 C 0.56896 5.46357 -3.76675
5 C -0.07374 6.66900 -3.59626
6 C -0.87145 6.91735 -2.46939
7 C -1.00355 5.95054 -1.51594
8 C -0.35888 4.69449 -1.66331
9 C -0.51432 3.72195 -0.63043
10 O -0.01849 2.45838 -0.77763
11 N -1.12171 4.00869 0.49834
12 N -1.09332 2.94016 1.33135
13 C -1.60352 3.00407 2.50605
14 C -1.49529 1.78941 3.29943
15 C -2.01937 1.66708 4.56834
16 C -1.90092 0.45266 5.23243
17 C -1.27025 -0.61077 4.59909
18 C -0.76186 -0.42316 3.33224
19 N -0.85507 0.75534 2.69385
20 H 0.87212 2.63815 -2.40983
21 H 1.18215 5.26970 -4.63649
22 H 0.03741 7.43772 -4.35024
23 H -1.37820 7.86561 -2.36170
24 H -1.60520 6.11978 -0.63428
25 H -2.07739 3.90772 2.87367
26 H -2.51962 2.51287 5.02204
27 H -2.30461 0.33384 6.22996
28 H -1.17456 -1.57246 5.08345
29 H -0.27163 -1.22720 2.79719
30 C 1.81770 -4.64731 1.18209
31 O 2.15882 -4.89553 -0.18467
32 C 1.10813 -5.13964 -1.02906
33 C 0.86789 -6.41398 -1.50893
34 C -0.17262 -6.62639 -2.40244
35 C -0.96845 -5.56802 -2.82435
36 C -0.71225 -4.28241 -2.37374
37 C 0.32459 -4.07806 -1.47074
38 N 0.75001 -2.77336 -1.04865
39 C -0.00238 -1.76556 -0.65001
40 N -1.29886 -1.95001 -0.43877
41 C -2.30435 -0.97165 -0.31526
42 C -2.07793 0.37917 -0.03237
43 C -3.17919 1.25881 -0.08434
44 C -4.44224 0.78551 -0.36471
45 C -4.66559 -0.57400 -0.57157
46 C -3.60335 -1.45801 -0.54219
47 O -3.67852 -2.78633 -0.75663
48 C -4.98029 -3.38418 -0.89635
49 N 0.55036 -0.54246 -0.38391
50 C 1.97404 -0.38376 -0.56742
51 C 2.57019 -0.37554 -1.82779
52 C 3.94739 -0.30284 -1.91421
53 C 4.70880 -0.21187 -0.74832
54 C 4.11557 -0.19458 0.50905
55 C 2.73762 -0.29283 0.59432
56 O 1.99923 -0.28398 1.74683
57 C 2.66954 -0.55746 2.99941
58 H 2.55780 -5.14760 1.80112
59 H 0.82847 -5.04204 1.41745
60 H 1.84245 -3.57224 1.39692
61 H 1.50169 -7.22478 -1.17311
62 H -0.35425 -7.62226 -2.78483
63 H -1.76967 -5.73641 -3.53151
64 H -1.27903 -3.44531 -2.76590
65 H 1.75600 -2.65823 -1.00304
66 H -1.65994 -2.88526 -0.61495
67 H -3.05390 2.31812 0.08737
68 H -5.27317 1.47629 -0.42468
69 H -5.66492 -0.93039 -0.77755
70 H -5.58498 -3.18790 -0.01174
71 H -4.80819 -4.44972 -0.99437
72 H -5.48029 -3.01171 -1.78987
73 H 1.95384 -0.43699 -2.71771
74 H 4.43007 -0.32774 -2.88147
75 H 5.78714 -0.14826 -0.82021
76 H 4.73252 -0.10489 1.39255
77 H 3.55261 -1.16715 2.83130
78 H 1.97410 -1.11362 3.61959
79 H 2.94086 0.37592 3.48999
80 C 4.29260 3.62543 1.01426
81 C 2.98875 2.97770 1.05156
82 N 1.95468 2.48589 1.10049
83 H 5.05720 2.94856 1.39233
84 H 4.27874 4.52339 1.63173
85 H 4.53458 3.90714 -0.01023

- Which of these has the highest energy?
  C17H29IN2O5P

- Which of these has the lowest molar mass?
  C17H29IN2O5P

- Among the records above, which one has the highest energy?
  C17H29IN2O5P